No. 1
{"formula": "C41H35IN2O7P", "method": "the ωB97M-V functional and the def2-TZVPD basis", "total_energy_ha": -2858.40239, "total_charge": 1, "species": ["C", "C", "C", "C", "C", "C", "C", "C", "O", "O", "C", "P", "O", "C", "I", "N", "C", "C", "C", "N", "H", "H", "H", "H", "H", "H", "H", "H", "H", "H", "H", "H", "H", "H", "H", "H", "H", "H", "H", "C", "C", "C", "C", "C", "C", "C", "O", "C", "C", "C", "C", "C", "C", "C", "O", "H", "H", "H", "H", "H", "H", "H", "H", "C", "C", "C", "C", "C", "C", "C", "O", "C", "C", "C", "C", "C", "C", "C", "O", "H", "H", "H", "H", "H", "H", "H", "H"], "positions_angstrom": [[1.38878, 2.46805, 5.43262], [0.00155, 2.15654, 4.82134], [0.08358, 1.17817, 3.62425], [0.94315, 1.86801, 2.49721], [-1.25080, 0.68407, 3.11511], [-2.36542, 1.44507, 3.36923], [-3.62989, 1.04029, 2.95792], [-4.80434, 1.92898, 3.30347], [-5.93602, 1.55693, 3.45270], [-4.47976, 3.26078, 3.48412], [-3.75394, -0.17542, 2.26600], [-5.45343, -0.75715, 1.75677], [-6.02535, -1.50014, 2.89853], [-2.59639, -0.89793, 2.01633], [-2.80925, -2.75056, 0.99045], [-1.38747, -0.47097, 2.42107], [-0.16836, -1.22854, 2.13906], [0.25298, -2.07517, 3.36572], [1.76080, -2.18911, 3.61094], [-0.64712, -2.59343, 4.08321], [1.28831, 2.60766, 6.51551], [2.09586, 1.64474, 5.27667], [1.75302, 3.42100, 5.03141], [-0.48402, 3.07296, 4.45636], [-0.63863, 1.69163, 5.58798], [0.69654, 0.33062, 3.96569], [0.96616, 2.95616, 2.62001], [0.64701, 1.55893, 1.48754], [1.98840, 1.54537, 2.61662], [-2.31425, 2.39334, 3.89108], [-4.79833, 3.46186, 4.37865], [-5.38472, -1.56329, 0.60366], [-6.22552, 0.39396, 1.49717], [0.68248, -0.58306, 1.90025], [-0.26141, -1.92811, 1.30288], [2.32831, -1.90386, 2.71326], [2.04493, -1.45376, 4.38048], [2.05448, -3.18802, 3.94476], [-0.19778, -3.10154, 4.84856], [-1.56915, -6.77211, -1.11517], [-2.83566, -6.23770, -0.89272], [-3.64960, -5.90655, -1.96337], [-3.19708, -6.09727, -3.26346], [-1.91973, -6.61110, -3.48666], [-1.11241, -6.95796, -2.40885], [-1.39953, -6.77754, -4.87351], [-0.28982, -7.22796, -5.06480], [-2.26644, -6.37158, -6.01086], [-1.77854, -6.46638, -7.30849], [-2.58100, -6.10366, -8.37767], [-3.87862, -5.65259, -8.15624], [-4.36869, -5.55074, -6.86480], [-3.56312, -5.90030, -5.78775], [-4.08932, -5.75334, -4.40575], [-5.21885, -5.35637, -4.20628], [-0.93797, -7.03865, -0.27666], [-3.18816, -6.08274, 0.12130], [-4.63618, -5.49634, -1.78949], [-0.12672, -7.36881, -2.58256], [-0.77119, -6.81999, -7.48335], [-2.19733, -6.17372, -9.38730], [-4.50615, -5.37656, -8.99381], [-5.37618, -5.19568, -6.69399], [6.18039, 2.23366, -0.69840], [7.05110, 2.92302, -1.53639], [6.84207, 4.26613, -1.80201], [5.75492, 4.92402, -1.24046], [4.86740, 4.22698, -0.41829], [5.09147, 2.88321, -0.14152], [3.67185, 4.90277, 0.15246], [2.89971, 4.29585, 0.87296], [3.43429, 6.33128, -0.18138], [2.29286, 6.96518, 0.29622], [2.06727, 8.29967, 0.00267], [2.98587, 9.01102, -0.76266], [4.12229, 8.38352, -1.24587], [4.34606, 7.04145, -0.96567], [5.55317, 6.37189, -1.52040], [6.35273, 6.98936, -2.19014], [6.35093, 1.18605, -0.48494], [7.89484, 2.41085, -1.98050], [7.52261, 4.80274, -2.44951], [4.41235, 2.34465, 0.50583], [1.57870, 6.41520, 0.89422], [1.17534, 8.78981, 0.37146], [2.81149, 10.05576, -0.98524], [4.83354, 8.93646, -1.84475]], "atomic_forces_ev_per_a": [[-0.6, 0.3, 0.0], [-0.4, -0.7, 0.0], [1.3, 0.3, -0.3], [0.3, -0.6, 0.3], [0.3, 0.8, 0.7], [-1.0, 0.3, 0.0], [0.4, -0.2, -0.4], [-1.1, 0.8, 0.2], [1.1, -0.3, -0.1], [0.7, -1.3, 0.4], [-0.5, 0.6, -0.6], [-1.1, -0.6, 1.6], [0.2, -0.3, -0.1], [-0.9, -1.0, -0.5], [0.4, 0.4, 0.3], [0.5, 0.1, -0.4], [1.3, -1.0, 0.8], [0.4, 0.0, -0.1], [-0.3, 0.5, -0.4], [0.3, 0.3, -0.1], [0.0, 0.0, -0.2], [0.0, 0.3, -0.1], [0.3, -0.4, 0.0], [0.2, -0.1, 0.4], [0.1, 0.3, -0.2], [-0.5, 0.0, 0.0], [-0.3, -0.2, -0.3], [0.0, 0.4, 0.2], [-0.3, 0.1, 0.0], [0.3, -0.3, -0.1], [-0.4, 0.5, -0.3], [0.4, 0.7, -0.2], [0.6, 0.0, -0.7], [-0.6, 0.3, 0.0], [-0.4, 0.4, 0.1], [-0.1, -0.3, 0.2], [-0.1, -0.3, -0.1], [-0.1, 0.2, -0.1], [-0.3, -0.1, 0.0], [0.0, 0.1, 0.0], [0.1, 0.1, 0.0], [0.0, 0.1, 0.2], [0.2, 0.0, 0.0], [-0.1, 0.1, 0.1], [0.1, 0.0, 0.2], [0.3, -0.2, -0.2], [0.0, 0.0, 0.1], [-0.1, 0.1, 0.0], [0.0, 0.0, -0.2], [-0.1, 0.0, 0.1], [0.1, 0.0, 0.0], [-0.1, 0.0, -0.2], [0.1, -0.1, 0.0], [-0.4, 0.1, 0.0], [0.1, 0.0, 0.1], [0.0, 0.0, 0.0], [0.0, -0.1, 0.0], [0.0, 0.0, -0.2], [0.0, 0.0, -0.1], [0.0, 0.0, 0.1], [0.0, 0.0, 0.0], [0.0, 0.0, 0.0], [0.0, 0.0, 0.1], [0.0, 0.0, 0.0], [-0.1, 0.0, 0.0], [0.1, -0.1, -0.1], [-0.1, -0.1, 0.1], [0.0, 0.1, 0.0], [0.1, -0.2, 0.0], [-0.2, -0.1, 0.2], [0.0, -0.1, 0.0], [0.1, 0.0, -0.1], [-0.1, 0.1, 0.0], [0.1, 0.0, 0.0], [0.0, -0.1, 0.0], [-0.1, 0.2, 0.0], [-0.1, -0.1, 0.1], [0.3, 0.2, -0.2], [0.0, 0.0, 0.0], [0.0, 0.0, 0.0], [0.0, 0.0, 0.0], [-0.1, 0.1, 0.0], [-0.1, 0.1, 0.0], [0.1, -0.1, 0.0], [0.0, 0.0, 0.0], [0.0, 0.0, 0.0], [0.1, -0.1, 0.0]]}

---

No. 2
{"formula": "C41H36AuN3P3", "method": "the ωB97M-V functional and the def2-TZVPD basis", "e_above_lowest_kj_mol": 0.00, "total_charge": 3, "species": ["Au", "N", "P", "C", "C", "C", "C", "C", "C", "C", "C", "C", "C", "C", "C", "C", "C", "C", "C", "C", "N", "H", "H", "H", "H", "H", "H", "H", "H", "H", "H", "H", "H", "H", "H", "H", "N", "P", "C", "C", "C", "C", "C", "C", "C", "C", "C", "C", "C", "C", "P", "C", "C", "C", "C", "C", "C", "C", "C", "C", "C", "C", "C", "H", "H", "H", "H", "H", "H", "H", "H", "H", "H", "H", "H", "H", "H", "H", "H", "H", "H", "H", "H", "H"], "positions_angstrom": [[0.70050, 0.35312, -0.07894], [0.83865, 2.32853, -2.42191], [-0.44482, 1.36782, -1.90395], [-1.73928, 2.43798, -1.28398], [-1.47345, 3.16983, -0.12088], [-2.38830, 4.09730, 0.34176], [-3.57259, 4.30556, -0.35625], [-3.83139, 3.60163, -1.52338], [-2.91855, 2.67088, -1.99651], [-1.01077, 0.41726, -3.29362], [-2.22075, -0.27865, -3.17460], [-2.61493, -1.13598, -4.18576], [-1.81227, -1.30518, -5.30764], [-0.60980, -0.62341, -5.42183], [-0.19608, 0.23097, -4.41042], [1.88305, 2.65861, -1.58951], [2.78891, 3.65507, -1.94226], [3.82180, 3.95125, -1.08326], [3.94337, 3.25340, 0.11812], [3.02272, 2.28319, 0.40018], [1.99643, 1.98792, -0.43507], [0.68246, 2.97119, -3.19398], [-0.53311, 3.04408, 0.40412], [-2.17657, 4.67138, 1.23275], [-4.28633, 5.03398, 0.00169], [-4.74001, 3.78843, -2.07843], [-3.12176, 2.15456, -2.92239], [-2.84391, -0.15863, -2.29732], [-3.55019, -1.67118, -4.10435], [-2.12952, -1.96986, -6.09911], [0.00935, -0.75886, -6.29637], [0.75919, 0.73243, -4.48793], [2.67196, 4.17924, -2.87935], [4.53302, 4.72368, -1.34202], [4.74115, 3.46112, 0.81407], [3.07319, 1.70554, 1.31046], [0.10424, -1.80402, 1.84131], [1.25617, -0.58150, 2.07061], [0.75060, 0.47293, 3.41288], [-0.08030, 1.56958, 3.17596], [-0.56006, 2.31382, 4.23855], [-0.21999, 1.95949, 5.53917], [0.59699, 0.86327, 5.77987], [1.08670, 0.11431, 4.72292], [2.86266, -1.26165, 2.39329], [3.20246, -2.53634, 1.93660], [4.48392, -3.01794, 2.14474], [5.42777, -2.22646, 2.78437], [5.09919, -0.94683, 3.21871], [3.82021, -0.45813, 3.02554], [-0.54594, -1.57572, 0.31195], [0.03639, -2.86752, -0.76486], [0.08595, -2.68687, -2.14863], [0.47515, -3.73717, -2.96101], [0.80098, -4.96784, -2.40262], [0.73383, -5.15461, -1.02913], [0.35665, -4.10752, -0.20511], [-2.30072, -1.45539, 0.33275], [-2.90927, -0.39621, 1.01941], [-4.28692, -0.29953, 1.02520], [-5.04961, -1.24613, 0.34708], [-4.44452, -2.28977, -0.33845], [-3.06350, -2.39950, -0.35885], [-0.30215, -2.37425, 2.57941], [-0.34684, 1.84879, 2.16294], [-1.19406, 3.17073, 4.05917], [-0.59360, 2.54198, 6.36958], [0.85522, 0.59060, 6.79377], [1.72346, -0.73832, 4.92108], [2.47196, -3.15096, 1.42820], [4.74660, -4.01158, 1.81205], [6.42618, -2.60830, 2.94913], [5.83767, -0.33911, 3.72031], [3.56122, 0.52675, 3.39378], [-0.18463, -1.74167, -2.59458], [0.52105, -3.59876, -4.03172], [1.10107, -5.78666, -3.04151], [0.96847, -6.11833, -0.59967], [0.28596, -4.26899, 0.86408], [-2.31171, 0.33973, 1.54653], [-4.77183, 0.50610, 1.55669], [-6.12795, -1.16898, 0.35874], [-5.04856, -3.02291, -0.85295], [-2.58789, -3.20676, -0.89943]], "atomic_forces_ev_per_a": [[-0.5, 0.0, 0.2], [-0.3, 0.1, -0.5], [-0.1, 0.0, 0.0], [0.0, 0.0, -0.1], [0.0, 0.0, 0.0], [0.0, 0.0, 0.0], [0.0, 0.0, 0.0], [0.0, 0.0, 0.0], [0.1, 0.0, 0.1], [0.0, -0.1, 0.1], [0.0, 0.0, 0.0], [0.0, 0.0, 0.1], [0.0, 0.0, 0.0], [0.0, 0.0, 0.0], [0.0, 0.0, 0.0], [0.1, 0.2, 0.0], [0.1, 0.0, 0.1], [0.0, 0.0, -0.1], [0.0, -0.1, 0.1], [0.1, 0.1, 0.1], [0.2, -0.2, 0.2], [0.0, -0.1, 0.1], [0.0, 0.0, 0.0], [0.0, 0.0, 0.0], [0.0, 0.0, 0.0], [0.0, 0.0, 0.0], [0.0, 0.0, -0.1], [0.0, 0.0, 0.0], [0.0, 0.0, 0.0], [0.0, 0.0, 0.0], [0.0, 0.0, 0.0], [0.0, 0.0, 0.0], [0.0, 0.0, 0.0], [0.0, 0.0, 0.0], [0.0, 0.0, 0.0], [0.0, 0.0, 0.0], [-0.1, 0.1, 0.1], [0.1, -0.1, -0.1], [0.0, -0.1, 0.0], [0.0, 0.0, 0.0], [0.0, 0.0, 0.0], [0.0, 0.0, 0.0], [0.0, 0.0, 0.0], [0.0, 0.0, 0.0], [0.0, 0.1, 0.0], [0.0, 0.0, 0.0], [0.0, 0.0, 0.0], [0.0, 0.0, 0.0], [0.0, 0.0, 0.0], [0.0, 0.0, 0.0], [0.5, -0.1, -0.1], [-0.2, -0.1, 0.0], [0.1, 0.0, 0.0], [0.0, 0.0, 0.0], [0.0, 0.0, 0.0], [0.0, 0.0, 0.0], [-0.1, 0.0, 0.1], [0.0, 0.2, -0.1], [0.0, 0.0, 0.0], [0.1, 0.0, 0.0], [0.0, 0.0, 0.0], [0.0, 0.0, 0.0], [0.0, 0.0, 0.0], [0.1, 0.0, -0.1], [0.0, 0.0, 0.0], [0.0, 0.0, 0.0], [0.0, 0.0, 0.0], [0.0, 0.0, 0.0], [0.0, 0.0, 0.0], [0.0, 0.0, 0.0], [0.0, 0.0, 0.0], [0.0, 0.0, 0.0], [0.0, 0.0, 0.0], [0.0, 0.0, 0.0], [0.0, 0.0, 0.0], [0.0, 0.0, 0.0], [0.0, 0.0, 0.0], [0.0, 0.0, 0.0], [0.1, 0.0, 0.0], [0.0, 0.0, 0.0], [0.0, 0.0, 0.0], [0.0, 0.0, 0.0], [0.0, 0.0, 0.0], [0.0, 0.0, 0.0]]}

---

No. 3
{"formula": "C41H36CeClN6O2", "method": "the ωB97M-V functional and the def2-TZVPD basis", "e_above_lowest_kj_mol": 0.00, "s_squared": 0.75, "spin_multiplicity": 2, "total_charge": 0, "species": ["Ce", "O", "C", "C", "C", "C", "C", "C", "C", "C", "C", "O", "C", "C", "C", "C", "C", "C", "C", "C", "C", "C", "C", "C", "N", "C", "C", "C", "C", "C", "C", "C", "C", "C", "C", "C", "C", "H", "H", "H", "H", "H", "H", "H", "H", "H", "H", "H", "H", "H", "H", "H", "H", "H", "H", "H", "H", "H", "H", "H", "H", "H", "H", "H", "Cl", "C", "C", "C", "C", "C", "C", "C", "H", "H", "H", "H", "H", "H", "N", "N", "N", "C", "N", "N", "H", "H", "H"], "positions_angstrom": [[0.86389, 0.42782, 0.15003], [-0.80566, 1.75470, -0.12933], [-2.18347, 1.76391, 0.04510], [-2.73849, 0.40319, -0.43618], [-2.48600, -0.76471, 0.49483], [-3.56060, -1.49840, 0.96960], [-3.33259, -2.56607, 1.81715], [-2.03497, -2.87817, 2.17117], [-0.99722, -2.10876, 1.67276], [0.43357, -2.46171, 2.02157], [1.32777, -2.78107, 0.79553], [1.68366, -1.56507, 0.20688], [2.61992, -3.49587, 1.21427], [3.09262, -3.48159, 2.51868], [4.31359, -4.06951, 2.84658], [5.07695, -4.67502, 1.86359], [4.61777, -4.68532, 0.54847], [3.40304, -4.10038, 0.23178], [0.52586, -3.67950, -0.15078], [0.20746, -4.98108, 0.23797], [-0.58686, -5.79390, -0.55749], [-1.07284, -5.31931, -1.77176], [-0.74794, -4.03274, -2.17597], [0.04502, -3.22197, -1.36691], [-1.22287, -1.07179, 0.84719], [-2.55284, 1.91579, 1.52669], [-3.83780, 2.30101, 1.90012], [-4.21961, 2.34292, 3.23577], [-3.31424, 2.00197, 4.23160], [-2.02812, 1.61698, 3.87512], [-1.66217, 1.57391, 2.53548], [-2.74714, 2.93176, -0.77302], [-3.44223, 2.76310, -1.96365], [-3.83400, 3.86502, -2.72605], [-3.52696, 5.14528, -2.30152], [-2.82287, 5.32271, -1.11197], [-2.43620, 4.22680, -0.36010], [-2.27548, 0.18456, -1.40317], [-3.81676, 0.45959, -0.59431], [-4.56450, -1.22250, 0.67509], [-4.16096, -3.15158, 2.19709], [-1.81520, -3.71355, 2.82236], [0.40565, -3.31278, 2.70333], [0.90178, -1.64033, 2.57321], [2.52244, -3.00196, 3.30371], [4.66136, -4.04522, 3.87174], [6.02459, -5.13513, 2.11437], [5.20818, -5.15379, -0.22966], [3.05263, -4.11137, -0.79425], [0.59417, -5.37049, 1.17454], [-0.82215, -6.80070, -0.23545], [-1.69303, -5.94839, -2.39767], [-1.11183, -3.65439, -3.12359], [0.29528, -2.22251, -1.69670], [-4.55164, 2.58304, 1.13280], [-5.22503, 2.64902, 3.49779], [-3.60417, 2.03964, 5.27400], [-1.30687, 1.35142, 4.63821], [-0.65794, 1.25227, 2.29510], [-3.69599, 1.77117, -2.31451], [-4.38167, 3.71053, -3.64748], [-3.83211, 6.00201, -2.88909], [-2.57399, 6.32112, -0.77423], [-1.86980, 4.36953, 0.55362], [1.06642, 3.66973, 1.45646], [2.14016, 3.65472, 0.06260], [2.02751, 4.69536, -0.84689], [2.87829, 4.74979, -1.93740], [3.84092, 3.75002, -2.07706], [3.93651, 2.72371, -1.15636], [3.08510, 2.61814, -0.03489], [3.10638, 1.49652, 0.88554], [1.26699, 5.45024, -0.68888], [2.79899, 5.55706, -2.65358], [4.52778, 3.77596, -2.91472], [4.70414, 1.96638, -1.27618], [2.98851, 1.80081, 1.92603], [3.98325, 0.86257, 0.76285], [3.52253, 0.86456, -3.90845], [2.17767, 0.90438, -3.53948], [1.25817, 1.44151, -4.30444], [0.16862, 1.25673, -3.56088], [0.44360, 0.62076, -2.41865], [1.75084, 0.42792, -2.42123], [3.50817, 0.74184, -4.91614], [3.90879, 0.04398, -3.45185], [-0.81373, 1.59318, -3.84646]], "atomic_forces_ev_per_a": [[0.8, 0.5, -0.2], [-1.0, 0.3, 0.5], [0.3, 0.1, 0.0], [-0.2, -0.3, 0.0], [0.2, 0.2, 0.0], [-0.1, 0.0, 0.0], [-0.1, 0.0, 0.0], [0.0, -0.1, 0.1], [0.2, 0.1, -0.2], [-0.3, -0.2, 0.2], [0.3, 0.3, -0.2], [-0.3, -1.1, 0.0], [0.0, 0.1, 0.1], [0.1, -0.1, 0.1], [-0.1, 0.1, -0.1], [0.0, 0.0, -0.1], [0.0, 0.0, 0.1], [0.0, 0.0, 0.0], [-0.1, -0.2, 0.0], [0.0, -0.1, 0.0], [0.0, 0.1, 0.0], [0.0, 0.1, 0.0], [0.0, -0.1, 0.1], [-0.1, 0.0, -0.2], [-0.2, 0.0, 0.2], [-0.2, 0.0, 0.1], [-0.1, 0.0, 0.0], [0.0, 0.0, -0.1], [0.1, 0.0, -0.1], [-0.1, 0.0, -0.1], [0.0, 0.0, 0.2], [0.1, -0.1, -0.1], [-0.1, 0.1, 0.0], [0.1, -0.1, 0.1], [0.0, 0.0, 0.1], [0.0, 0.0, -0.1], [0.0, 0.1, 0.0], [0.0, 0.0, 0.0], [0.0, 0.0, 0.0], [0.0, 0.0, 0.0], [0.0, 0.0, 0.0], [0.0, 0.0, 0.0], [-0.1, 0.0, 0.0], [0.0, 0.0, 0.0], [0.0, 0.0, 0.0], [0.0, 0.0, 0.0], [0.0, 0.0, 0.0], [0.0, 0.0, 0.0], [0.0, 0.0, 0.0], [0.0, 0.0, 0.0], [0.0, 0.0, 0.0], [0.0, 0.0, 0.0], [0.0, 0.0, 0.0], [0.0, 0.0, 0.1], [0.0, 0.0, 0.0], [0.0, 0.0, 0.0], [0.0, 0.0, 0.0], [0.0, 0.0, 0.0], [0.0, 0.2, 0.0], [0.0, 0.0, 0.0], [0.0, 0.0, 0.0], [0.0, 0.0, 0.0], [0.0, 0.0, 0.0], [0.0, 0.0, 0.0], [0.2, 0.1, 0.0], [-0.2, 0.2, 0.1], [-0.1, -0.1, 0.1], [0.0, -0.1, 0.0], [0.0, 0.0, 0.0], [0.0, -0.1, -0.2], [0.0, -0.1, 0.2], [0.3, 0.3, 0.1], [0.0, 0.0, 0.0], [0.0, 0.0, 0.0], [0.0, 0.0, 0.0], [0.0, 0.0, 0.0], [0.0, 0.0, 0.1], [0.0, -0.1, 0.0], [-0.5, 0.0, 0.0], [0.3, 0.2, -0.3], [-0.1, -0.1, 0.2], [-0.1, 0.0, 0.0], [0.3, 0.1, -0.5], [0.1, -0.3, -0.2], [0.2, 0.0, 0.0], [0.1, 0.0, 0.0], [0.0, 0.0, 0.0]]}